Record 1
65
Properties=species:S:1:pos:R:3:forces:R:3 method="wB97M-V/def2-TZVPD" homo_energy_ev=-9.362 orbital_gap_ev=9.66 smiles="CCCN[Si@](CC=O)(CC(=O)I)[C@@H](C)CCC.NC(N)=O.NC(N)=O.NC(N)=O"
C 3.468 -1.718 1.764 0.0926 0.0391 -0.0548
C 2.518 -1.214 0.676 -0.2151 -0.1037 -0.0464
C 2.569 0.311 0.493 0.1979 0.0289 0.2432
N 1.242 0.920 0.277 0.2117 0.2210 -0.1804
Si 0.396 0.902 -1.226 -0.4110 -0.1830 0.1109
C 0.206 2.652 -1.976 -0.1729 0.2693 -0.0956
C 0.885 3.695 -1.141 -0.2154 -0.0487 -0.0351
O 2.079 3.843 -1.069 0.0458 0.0183 -0.0236
C -1.444 0.507 -0.782 -0.2018 0.3848 -0.1000
C -1.628 -0.801 -0.130 0.0049 0.3802 -1.7086
O -1.429 -1.044 0.997 0.2287 -0.3798 2.0037
I -2.194 -2.420 -1.440 -0.1222 -0.1978 -0.1752
C 1.011 -0.348 -2.480 0.0677 -0.0158 -0.1881
C 0.088 -0.287 -3.720 0.0095 -0.0501 -0.0657
C 2.489 -0.233 -2.915 0.1965 -0.1955 -0.0039
C 3.006 1.164 -3.270 -0.2368 0.0643 0.0417
C 4.476 1.142 -3.690 0.1705 -0.1002 0.0090
H 4.511 -1.459 1.529 -0.2239 -0.0720 0.0531
H 3.396 -2.806 1.867 0.0039 0.1742 -0.0267
H 3.227 -1.266 2.735 0.0155 -0.0751 -0.1680
H 2.757 -1.721 -0.269 -0.0990 0.0644 0.1536
H 1.484 -1.494 0.926 0.2600 0.0289 0.0071
H 3.264 0.582 -0.317 -0.0524 -0.0552 0.1921
H 2.983 0.755 1.411 -0.1208 -0.0870 -0.2227
H 1.194 1.816 0.748 0.0079 -0.1035 -0.0044
H -0.867 2.880 -2.050 0.2352 -0.0241 -0.0238
H 0.632 2.659 -2.987 -0.0043 -0.0711 0.2493
H 0.213 4.339 -0.533 0.0581 -0.0628 -0.0302
H -2.081 0.617 -1.664 0.1216 -0.0699 0.1225
H -1.750 1.264 -0.038 0.0591 -0.0409 -0.2598
H 0.889 -1.341 -2.011 -0.0649 0.2452 -0.1043
H 0.261 0.624 -4.309 -0.0041 -0.1699 0.1448
H -0.979 -0.323 -3.469 0.2247 -0.0221 -0.0402
H 0.296 -1.146 -4.372 -0.0590 0.1839 0.1015
H 3.136 -0.651 -2.130 -0.1077 0.0787 -0.1457
H 2.632 -0.884 -3.796 -0.0443 0.1139 0.2313
H 2.394 1.591 -4.082 0.1573 -0.1141 0.1839
H 2.889 1.834 -2.404 0.0203 -0.0552 -0.2150
H 5.139 1.109 -2.814 -0.1644 -0.0105 -0.1856
H 4.701 0.252 -4.295 -0.0812 0.2415 0.0547
H 4.742 2.029 -4.277 -0.0269 -0.1551 0.1521
C -2.307 2.405 2.816 0.0375 -0.1637 0.0013
O -3.035 2.479 1.830 -0.1451 0.1859 -0.0507
N -1.137 1.720 2.755 0.0039 0.2116 -0.0653
N -2.629 2.981 4.006 -0.0066 0.0631 -0.0341
H -0.486 1.621 3.511 -0.0466 -0.0386 0.0175
H -0.957 1.270 1.875 0.2786 -0.3064 0.1619
H -3.499 3.477 4.058 0.0188 -0.0098 -0.0020
H -2.049 2.918 4.821 -0.0054 -0.0185 -0.0133
C 0.303 -4.585 2.564 0.0309 -0.0350 -0.0134
O 1.153 -4.668 1.693 0.0395 0.0437 0.0011
N -0.720 -3.687 2.509 0.0421 0.0460 -0.0496
N 0.321 -5.395 3.670 0.0054 0.0252 0.0378
H -1.422 -3.605 3.219 -0.0087 -0.0250 -0.0189
H -0.769 -3.081 1.708 -0.0585 0.0190 0.0760
H 1.060 -6.069 3.732 -0.0194 0.0087 -0.0152
H -0.373 -5.356 4.393 -0.0052 -0.0160 -0.0219
C -5.911 -0.352 0.917 -0.0225 0.0266 -0.0122
O -6.229 -1.527 0.991 0.0077 -0.0154 0.0077
N -6.785 0.610 0.476 -0.0209 0.0076 -0.0123
N -4.677 0.112 1.262 0.0579 -0.0580 -0.0928
H -6.543 1.580 0.411 0.0056 -0.0122 0.0042
H -7.704 0.308 0.211 0.0240 0.0026 0.0068
H -4.009 -0.565 1.586 -0.0439 0.0190 0.0132
H -4.400 1.079 1.218 0.0697 -0.0339 0.1231



Record 2
17
Properties=species:S:1:pos:R:3:forces:R:3 method="wB97M-V/def2-TZVPD" homo_energy_ev=-9.142 orbital_gap_ev=9.93 smiles=ClCCCl.CCS
S 0.005 -2.250 -0.314 0.2027 -0.0861 -0.1225
C 0.657 -0.857 -2.655 0.1098 0.1489 -0.0303
C -0.400 -1.745 -2.015 -0.4294 -0.1167 -0.2072
H 1.141 -2.911 -0.623 -0.2045 0.1214 0.0861
H 0.819 0.048 -2.045 -0.0194 -0.3541 -0.2607
H 0.335 -0.548 -3.663 0.1582 -0.1018 0.3278
H 1.614 -1.399 -2.741 -0.3238 0.2549 0.0042
H -1.359 -1.201 -1.914 0.4429 -0.2891 -0.0823
H -0.589 -2.649 -2.626 0.0534 0.4818 0.3248
Cl -1.403 2.243 0.573 -0.0149 0.0020 -0.0503
Cl 0.848 1.135 4.076 0.0020 -0.0022 0.0191
C -0.033 2.019 1.691 0.8554 0.2072 -0.1308
C -0.523 1.359 2.958 -0.8249 -0.2420 0.1360
H 0.733 1.403 1.181 -0.5310 0.2518 0.2899
H 0.414 3.011 1.895 -0.3624 -0.5425 -0.0766
H -1.289 1.974 3.468 0.5194 -0.2764 -0.2897
H -0.970 0.367 2.754 0.3664 0.5429 0.0628



Record 3
30
Properties=species:S:1:pos:R:3:forces:R:3 method="wB97M-V/def2-TZVPD" homo_energy_ev=-7.523 orbital_gap_ev=6.23 smiles="C=CCc1nnc(CCCOC(C)=O)nn1"
C 2.427 -1.471 1.484 0.8429 0.8821 0.1323
C 3.507 -0.478 1.335 -0.9569 -0.6022 -0.9262
C 3.572 0.227 -0.130 0.0928 -1.7302 0.8626
C 2.088 0.854 -0.332 2.5504 -0.9809 -0.0844
N 1.790 1.906 0.521 -0.1696 -1.9448 -2.0069
N 0.577 2.382 0.390 -0.7901 -1.8063 -2.0254
C -0.185 1.746 -0.578 -2.6487 1.1262 -0.9057
C -1.707 2.295 -0.703 0.7718 0.1081 1.0667
C -2.485 1.641 0.572 0.8092 -0.7218 -0.6136
C -2.762 0.103 0.176 -0.7673 0.3347 -1.2256
O -1.895 -0.832 0.887 -0.0426 -0.9694 -1.6906
C -1.860 -2.095 0.183 -2.3891 -2.7234 1.1082
C -0.853 -2.384 -1.029 -0.4041 0.0071 0.1482
O -2.643 -3.004 0.574 3.1771 3.7002 -1.4968
N 0.127 0.723 -1.460 0.1439 2.0770 2.0977
N 1.341 0.246 -1.328 0.9712 1.6487 2.2057
H 1.399 -1.118 1.861 2.0484 -1.2496 1.3431
H 2.586 -2.563 1.175 -0.9405 2.0445 -1.3381
H 4.217 -0.191 2.185 -2.1585 1.0539 -0.8451
H 4.380 1.028 -0.199 -1.1183 -1.1272 0.0749
H 3.754 -0.651 -0.863 -0.5102 1.6814 0.6513
H -1.726 3.449 -0.665 0.2556 -1.8629 0.1322
H -2.198 1.990 -1.685 0.8555 0.2081 1.3382
H -1.757 1.631 1.466 -1.3322 0.2092 -1.2747
H -3.437 2.217 0.827 1.3317 -0.9496 -0.3734
H -2.530 -0.026 -0.947 -0.3873 0.3026 1.5784
H -3.870 -0.195 0.291 1.7057 0.4042 0.1868
H 0.233 -2.344 -0.675 -1.5401 -0.0330 -0.4074
H -1.126 -3.426 -1.428 0.5063 1.5805 0.8787
H -0.964 -1.662 -1.904 0.0930 -0.6674 1.4089



Record 4
7
Properties=species:S:1:pos:R:3:forces:R:3 method="wB97M-V/def2-TZVPD" homo_energy_ev=-16.476 orbital_gap_ev=9.96 total_charge=+1
C -0.322 0.402 -1.270 1.4795 0.4158 8.4082
C 0.082 0.272 0.010 0.1197 2.8423 -7.9621
N 0.703 0.060 1.044 -0.3983 -0.0716 5.8025
Cl 0.407 -1.554 1.386 0.1578 -3.5982 1.1463
H -0.284 -0.048 -2.149 2.2212 -1.6146 -4.1915
H 0.735 0.372 2.142 0.5027 0.9965 -3.7173
H -1.321 0.496 -1.162 -4.0826 1.0297 0.5138



Record 5
19
Properties=species:S:1:pos:R:3:forces:R:3 method="wB97M-V/def2-TZVPD" homo_energy_ev="-5.450 / -7.152" s2=12.01 orbital_gap_ev="5.48 / 6.79" spin_multiplicity=7
C 2.913 0.579 0.029 0.7920 -0.2946 -0.2226
O 2.092 1.691 0.233 3.1484 0.5005 -1.5177
C 2.103 -0.641 -0.432 -0.2976 -0.1890 -0.2836
O 0.963 -0.769 0.397 0.5402 -0.5344 0.2051
C -0.725 -1.612 -0.075 -1.1419 -0.1602 -0.6252
C -1.901 -0.868 0.161 1.1583 -0.0825 2.1606
O -1.674 0.562 0.126 -2.6377 -0.4349 -2.1198
C -2.847 1.340 -0.070 -0.2007 -0.1223 -0.3379
Sm 0.283 1.262 0.928 -1.9950 1.1411 3.0649
H 3.447 0.304 0.963 -0.1509 0.1162 -0.2444
H 3.691 0.778 -0.735 -0.1289 -0.0302 0.2203
H 2.721 -1.556 -0.398 -0.0526 0.2372 -0.0600
H 1.773 -0.488 -1.478 0.1708 -0.0571 0.1520
H -0.500 -2.313 0.737 -0.5433 -0.6861 -1.1257
H -0.526 -1.811 -1.135 1.1468 0.2866 0.5869
H -2.394 -1.085 1.122 0.1613 0.2723 0.0374
H -2.551 2.395 -0.100 -0.0918 -0.1365 0.0211
H -3.312 1.056 -1.023 0.0055 0.1651 0.2487
H -3.557 1.178 0.753 0.1169 0.0087 -0.1600



For each record above, in turn, the calculated ΔE to the lowest compared entry with this formula, charge and spin values are 0.000 0.000 8.945 3.423 2.596 eV.